{"formula": "C9H13N3", "method": "the ωB97M-V functional and the def2-TZVPD basis", "species": ["C", "C", "N", "C", "N", "N", "C", "C", "C", "C", "C", "C", "H", "H", "H", "H", "H", "H", "H", "H", "H", "H", "H", "H", "H"], "coordinates": [[-1.603, -1.071, 2.120], [-1.284, -0.575, 0.734], [-2.409, -0.287, 0.108], [-2.271, 0.214, -1.116], [-3.363, 0.566, -1.827], [-1.104, 0.692, -1.602], [0.097, 0.485, -0.835], [0.045, -0.207, 0.333], [1.193, -0.492, 1.214], [2.542, 0.088, 0.613], [2.483, 0.051, -0.934], [1.321, 0.772, -1.529], [-2.648, -1.086, 2.295], [-1.249, -0.103, 2.734], [-1.041, -2.017, 2.279], [-4.172, 0.463, -1.277], [-3.303, 1.611, -2.326], [1.321, -1.611, 1.271], [1.004, -0.030, 2.249], [3.396, -0.527, 1.167], [2.753, 1.094, 1.088], [2.306, -0.971, -1.093], [3.294, 0.524, -1.431], [1.414, 1.877, -1.674], [1.278, 0.541, -2.561]], "forces_ev_per_angstrom": [[2.87, 2.16, 0.59], [-0.82, 0.53, 1.03], [0.12, -1.15, -0.77], [3.35, 3.14, -0.15], [-0.39, 3.47, -2.73], [1.71, -0.98, 1.42], [-4.73, -0.95, -2.35], [-2.15, -0.29, 0.50], [1.53, 0.04, 0.61], [0.86, 0.07, 2.55], [0.09, 1.23, 2.08], [0.48, 2.40, -0.06], [-0.86, -0.60, -0.14], [-0.27, -2.59, -0.49], [-0.44, 0.78, 0.73], [-1.26, -0.04, 0.51], [0.00, -4.09, 1.82], [-0.20, 1.03, 0.42], [0.39, -1.00, -1.32], [-1.48, 0.90, -1.84], [-0.56, -0.65, -0.98], [0.42, -1.57, -1.08], [1.48, -0.54, -0.13], [0.40, -0.42, 0.84], [-0.55, -0.89, -1.08]], "smiles": "Cc1nc(N)nc2c1CCCC2", "e_above_lowest_kj_mol": 6.0, "orbital_gap_ha": 0.3413, "energy_ha": -514.9738, "molar_mass_g_mol": 163.224}

{"formula": "C17H21BNO", "method": "the ωB97M-V functional and the def2-TZVPD basis", "species": ["C", "O", "C", "C", "C", "N", "B", "H", "C", "C", "H", "H", "H", "H", "H", "H", "H", "H", "H", "C", "C", "C", "C", "C", "C", "C", "C", "C", "C", "C", "H", "H", "H", "H", "H", "H", "H", "H", "H", "H", "H"], "coordinates": [[-3.959, 0.355, 3.579], [-3.899, -0.993, 3.081], [-2.972, -1.297, 2.148], [-2.945, -2.629, 1.689], [-2.038, -3.007, 0.760], [-1.167, -2.101, 0.248], [-0.237, -2.636, -0.737], [1.233, -0.521, -1.230], [-1.169, -0.799, 0.648], [-2.052, -0.369, 1.608], [-4.781, 0.312, 4.294], [-3.020, 0.625, 4.078], [-4.183, 1.058, 2.767], [-3.646, -3.351, 2.079], [-1.964, -4.023, 0.377], [0.795, -2.968, -0.263], [-0.594, -2.464, -1.853], [-0.439, -0.129, 0.165], [-2.016, 0.674, 1.918], [3.284, -0.175, -1.332], [3.725, -0.864, -2.659], [2.696, -0.407, -3.662], [1.703, 0.302, -3.084], [1.839, 0.294, -1.580], [1.359, 1.479, -0.764], [0.406, 2.356, -1.304], [-0.302, 3.211, -0.460], [0.005, 3.272, 0.909], [1.002, 2.424, 1.441], [1.709, 1.570, 0.591], [3.324, -0.887, -0.504], [3.933, 0.674, -1.070], [4.734, -0.549, -2.934], [3.755, -1.958, -2.531], [2.765, -0.714, -4.712], [0.819, 0.753, -3.535], [0.180, 2.327, -2.370], [-1.077, 3.870, -0.869], [-0.553, 3.927, 1.582], [1.255, 2.448, 2.505], [2.493, 0.911, 0.985]], "forces_ev_per_angstrom": [[-0.10, -0.04, 0.09], [1.17, -0.46, -1.18], [-0.50, 0.62, 0.60], [-0.54, 0.11, 0.54], [0.29, 0.39, -0.18], [-1.08, 0.72, 1.18], [1.24, 0.85, -0.91], [-0.85, -0.88, 0.27], [0.12, -0.48, -0.26], [-0.23, -0.08, 0.18], [0.21, 0.27, -0.10], [-0.24, -0.07, -0.08], [0.00, -0.16, 0.20], [-0.06, 0.03, 0.10], [-0.08, 0.15, 0.12], [0.04, -0.47, -0.43], [0.31, -0.53, -0.15], [-0.40, -0.30, 0.35], [-0.04, -0.31, -0.10], [0.32, -0.13, -0.10], [0.01, 0.20, 0.57], [-0.86, 0.33, 0.19], [0.60, -0.51, -0.30], [0.95, 0.72, -0.11], [-0.16, 0.08, -0.29], [-0.11, -0.29, 0.50], [0.23, 0.50, 0.34], [0.10, -0.77, 0.11], [-0.03, 0.51, -0.46], [-0.42, -0.20, -0.02], [0.11, 0.16, 0.00], [-0.19, -0.21, -0.21], [-0.04, -0.12, -0.11], [-0.08, 0.25, -0.24], [-0.10, 0.44, 0.40], [0.41, -0.35, -0.29], [-0.01, 0.03, 0.36], [0.35, -0.26, 0.16], [0.19, -0.12, -0.30], [-0.13, 0.11, -0.35], [-0.38, 0.28, -0.09]], "orbital_gap_ha": 0.2716, "energy_ha": -814.9459, "molar_mass_g_mol": 266.173, "charge": 1}

Number 1: largest force on an atom 5.36 eV Å⁻¹, LUMO energy 0.03051 Eh. Number 2: largest force on an atom 1.76 eV Å⁻¹, LUMO energy -0.15388 Eh.